{
  "formula": "C7H13O",
  "method": "ωB97M-V/def2-TZVPD",
  "species": ["O", "C", "C", "C", "C", "C", "C", "C", "H", "H", "H", "H", "H", "H", "H", "H", "H", "H", "H", "H", "H"],
  "coordinates": [[-3.570, 0.745, -1.707], [2.621, -0.914, 0.806], [0.139, -0.940, 0.355], [0.096, 0.036, -0.821], [1.027, -0.132, 2.529], [-1.211, 0.158, -1.607], [1.331, -0.689, 1.286], [-2.454, 0.824, -0.935], [0.883, -0.168, -1.542], [0.398, 1.077, -0.413], [0.167, -1.953, -0.046], [-0.006, 0.128, 2.743], [-1.580, -0.826, -1.929], [2.861, -1.483, -0.085], [3.425, -0.659, 1.494], [-0.749, -0.748, 0.961], [-1.010, 0.703, -2.534], [1.785, 0.367, 3.129], [-2.120, 1.882, -0.763], [-2.579, 0.335, 0.057], [0.544, 2.257, -0.976]],
  "forces_ev_per_angstrom": [[0.006, 0.041, 0.088], [-0.090, -0.017, 0.358], [0.293, 0.675, 0.441], [-0.070, 0.522, -0.010], [-0.401, 0.081, -0.163], [-0.372, -0.275, 0.245], [0.311, 0.149, -0.224], [0.098, -0.041, -0.811], [0.373, -0.167, 0.081], [-0.344, -0.689, -0.241], [-0.216, -0.261, 0.056], [0.061, 0.082, 0.032], [0.210, -0.105, 0.073], [-0.142, 0.107, -0.085], [0.257, -0.160, -0.179], [-0.172, -0.487, -0.199], [-0.052, 0.145, -0.062], [0.078, -0.183, 0.034], [-0.034, 0.004, 0.368], [0.103, 0.149, 0.217], [0.105, 0.432, -0.020]],
  "lowdin_spin": [0.007, 0.001, 0.021, 0.161, -0.001, 0.014, 0.001, 0.008, 0.003, 0.129, 0.009, 0.000, 0.004, 0.000, 0.000, 0.000, 0.008, 0.000, 0.008, 0.000, 0.626],
  "relative_energy_kcal_mol": 63.21,
  "charge": -2,
  "gap_ev": [5.38, 4.61],
  "total_energy_ha": -349.48118,
  "homo_energy_ha": [0.056, 0.056],
  "spin_multiplicity": 2,
  "e_lumo_ev": [6.89, 6.12]
}